1.
C6H12 | wB97M-V/def2-TZVPD

The geometry in XYZ format:
```
18
Properties=species:S:1:pos:R:3:forces:R:3:mulliken_charge:R:1
C -0.363 -1.860 -0.821 -0.1 0.0 0.1 -1.030
C -1.043 -0.682 -0.076 -0.1 -0.1 -0.1 -0.862
C -0.060 0.418 0.310 0.3 0.0 0.1 1.231
C 0.858 0.141 1.514 0.0 -0.1 -0.3 -1.430
C -0.219 1.906 0.017 0.0 -0.1 0.0 -0.732
C 0.532 1.023 -0.925 0.3 -0.1 -0.3 -0.844
H 0.038 -1.600 -1.812 -0.1 0.2 0.3 0.291
H -1.091 -2.664 -0.984 0.1 0.1 0.1 0.352
H 0.464 -2.289 -0.244 -0.1 0.1 0.0 0.288
H -1.820 -0.283 -0.743 0.1 0.0 0.3 0.304
H -1.525 -1.085 0.814 -0.2 0.0 0.1 0.360
H 0.435 0.428 2.489 -0.2 0.0 -0.4 0.298
H 1.793 0.702 1.415 -0.1 0.0 0.0 0.366
H 1.123 -0.917 1.591 0.0 0.0 -0.1 0.340
H -1.157 2.353 -0.304 0.1 -0.2 0.0 0.253
H 0.419 2.571 0.597 -0.4 -0.2 0.2 0.266
H 1.608 1.038 -0.984 0.2 0.4 -0.2 0.241
H 0.007 0.798 -1.855 0.3 -0.1 0.2 0.308
```
Positions in Å, forces in eV/Å.

charge: 0
spin multiplicity: 1
E_HOMO: -9.63 eV
structure (SMILES): CCC1(C)CC1
E_LUMO: 1.1 eV

---

2.
C6H12 | wB97M-V/def2-TZVPD

The geometry in XYZ format:
```
18
Properties=species:S:1:pos:R:3:forces:R:3:mulliken_charge:R:1
C 1.006 -1.151 -2.461 -0.2 0.4 -0.1 -0.748
C 0.336 0.001 -2.378 0.1 0.1 -0.6 -0.182
C -0.195 0.637 -1.131 -0.7 0.6 0.3 -0.351
C 0.040 -0.072 0.195 0.2 0.2 0.2 -0.747
C -0.636 0.642 1.393 0.2 -0.3 -0.5 -0.386
C -0.306 -0.081 2.696 -0.2 -0.8 0.0 -1.236
H 1.337 -1.546 -3.424 -0.1 0.1 0.3 0.245
H 1.247 -1.723 -1.569 -0.1 0.0 -0.2 0.229
H 0.128 0.604 -3.289 0.2 -0.6 0.5 0.264
H 0.192 1.670 -1.068 -0.1 -0.3 0.0 0.274
H -1.301 0.768 -1.227 0.6 -0.1 -0.2 0.251
H 1.128 -0.142 0.389 -0.4 -0.1 0.0 0.382
H -0.348 -1.088 0.117 0.0 -0.1 0.1 0.408
H -0.249 1.674 1.424 -0.3 -0.2 0.1 0.304
H -1.738 0.677 1.239 0.7 0.1 0.1 0.323
H -0.846 0.340 3.543 0.0 0.0 0.0 0.368
H 0.759 -0.037 2.923 0.0 0.1 0.0 0.311
H -0.553 -1.172 2.627 0.0 0.9 0.0 0.290
```
Positions in Å, forces in eV/Å.

charge: 0
spin multiplicity: 1
E_HOMO: -9.56 eV
structure (SMILES): C=CCCCC
E_LUMO: 1.2 eV

---

3.
C6H12 | wB97M-V/def2-TZVPD

The geometry in XYZ format:
```
18
Properties=species:S:1:pos:R:3:forces:R:3:mulliken_charge:R:1
C -1.522 0.621 -0.152 0.0 0.0 0.0 -1.466
C -0.368 -0.174 0.461 0.0 0.2 0.0 0.354
C -0.584 -1.724 0.323 0.0 -0.2 -0.1 -0.554
C -0.379 -1.985 -1.122 0.2 -0.1 0.4 -0.518
C 1.003 0.219 -0.113 0.0 -0.1 0.0 -0.507
C 1.393 1.676 0.116 0.0 0.1 0.0 -1.325
H -1.426 1.687 0.080 0.0 -0.2 0.0 0.394
H -1.554 0.497 -1.239 0.0 0.0 0.1 0.323
H -2.482 0.281 0.251 0.1 0.0 -0.1 0.409
H -0.355 0.021 1.543 0.0 0.0 -0.1 0.294
H 0.088 -2.232 1.033 0.0 0.1 -0.2 0.351
H -1.625 -1.920 0.609 0.1 0.1 -0.1 0.377
H 1.003 0.013 -1.195 0.0 0.0 0.1 0.331
H 0.643 -2.413 -1.229 -0.2 0.1 0.0 0.170
H 1.767 -0.435 0.328 -0.1 0.1 -0.1 0.341
H 0.725 2.363 -0.414 0.1 -0.1 0.1 0.322
H 1.363 1.931 1.182 0.0 0.0 -0.1 0.320
H 2.410 1.864 -0.244 -0.1 0.0 0.1 0.383
```
Positions in Å, forces in eV/Å.

charge: 0
spin multiplicity: 1
E_HOMO: -8.56 eV
E_LUMO: -0.2 eV

---

The records above yield HOMO-LUMO gap values of 10.777; 10.794; 8.356 eV, respectively.
The records above yield max |F| values of 0.49; 0.97; 0.39 eV/A, respectively.
The records above yield ΔE to the lowest compared entry with this formula, charge and spin values of 28.5; 21.2; 99.2 kcal per mole, respectively.